Here is a 8-piece molecular cluster, C35H46I2N3O25 overall in a non-equilibrium geometry from the OMol25 dataset. Energies are from ωB97M-V/def2-TZVPD.

Structure (XYZ):
```
111
Properties=species:S:1:pos:R:3:forces:R:3
H 6.17599 -0.29310 1.26299 -0.21 -0.44 -0.09
C -1.68572 -4.71553 -1.10866 -0.03 -0.19 -0.34
O -0.14400 -4.99998 4.82446 0.05 0.11 0.13
C -1.15544 -10.22135 -1.19450 0.04 -0.07 0.16
C 5.27756 5.05401 -2.30489 0.45 0.26 0.01
O 7.98717 2.00021 -0.07714 -1.06 -0.65 -0.14
I 2.06081 -1.90884 -0.27223 -0.01 0.06 0.08
H -7.99651 -6.81791 1.97332 0.05 0.01 0.01
C -1.61260 -9.27621 -0.09782 -0.11 -0.29 0.08
H -1.04258 -9.36698 0.82117 0.09 0.18 -0.01
O -0.50204 4.03754 0.42499 0.20 -0.42 -0.12
H 6.16184 1.29583 1.98960 -0.30 0.41 0.30
O -1.40071 -9.44985 -2.38384 0.06 -0.01 0.08
C -4.19416 9.98756 1.70452 -0.10 -0.06 -0.02
H -1.60864 -5.32281 -2.00953 0.13 0.38 0.06
H 0.04351 -3.24170 5.90963 -0.09 -0.13 0.06
C 0.33883 -3.66136 4.95263 0.05 0.15 0.05
H 1.57860 3.29362 -0.47054 -0.61 0.62 0.00
O -3.44761 0.94031 -4.66467 0.03 -0.08 0.06
O -4.68400 -8.68580 1.35627 0.24 -0.17 0.01
H -3.58630 -0.94401 -3.79454 -0.09 0.06 -0.15
C 4.84512 1.67449 -0.85131 0.81 -0.20 -0.32
H -5.08291 10.58820 1.87102 0.10 0.15 0.06
C 3.89166 1.00655 -0.11995 0.44 -0.32 -0.04
C 5.88499 -0.29876 -3.08708 0.11 -0.20 0.29
C -5.61419 -8.00083 1.09241 -0.21 0.11 -0.06
H -1.29594 -2.57265 4.00447 -0.01 -0.03 0.01
H 6.56996 3.57610 -1.59400 0.49 -0.25 0.47
N 4.59846 2.87977 -1.35166 -0.02 0.65 -0.22
O -3.31042 2.09340 -2.76338 0.00 -0.12 -0.02
H -6.97719 -5.25121 0.42861 0.16 0.01 0.09
H 1.98409 6.96782 2.21934 0.03 -0.21 0.05
H 7.66691 0.44071 1.85186 0.44 -0.10 0.29
C -2.07304 9.97093 2.47153 -0.13 0.01 -0.01
C -1.40102 -8.15016 -2.03981 -0.13 -0.04 0.02
O 1.15707 5.36489 1.15656 0.22 0.07 -0.01
H 0.02703 -0.42441 0.52914 -0.35 -0.45 0.34
O -0.45416 -4.04639 2.83446 0.03 0.03 0.09
H -0.09275 -0.42465 -1.83721 -0.25 -0.43 -0.44
H -1.98527 -0.18330 -3.74129 0.01 0.03 0.01
H 5.65702 -1.31607 -3.33982 -0.33 -0.38 -0.27
H -2.77009 0.48525 -1.55522 0.04 0.14 0.04
H 0.30789 -2.17756 3.35054 0.02 -0.10 -0.18
C -0.16617 7.10812 1.85884 0.18 0.03 0.07
C 1.25128 6.77974 1.44064 -0.02 0.18 -0.03
H -0.08938 -10.44547 -1.13926 0.01 0.05 -0.02
H 5.14971 0.39977 -3.44781 -0.30 0.27 -0.27
H -0.99421 -5.09519 -0.36376 0.13 0.06 0.16
N 3.43104 3.49498 -1.22049 0.92 -0.34 -0.24
H -3.31283 -5.39993 0.14992 -0.07 0.17 0.18
H -0.28965 1.16659 -1.22028 -0.22 0.59 0.07
H 6.01918 5.46399 -2.96754 0.38 0.24 -0.34
C 7.02583 1.28805 0.07061 1.44 0.97 -0.05
C 6.72676 0.62016 1.36889 -0.17 -0.03 -0.30
O -2.60010 8.77401 2.82917 -0.23 0.04 -0.02
N 6.11578 1.13698 -1.10056 0.19 -0.21 0.37
H -1.71438 -11.15152 -1.22218 -0.10 0.05 -0.17
O -5.52151 -6.72173 0.64819 -0.08 0.04 -0.05
H -4.44575 9.11245 3.68687 0.03 0.05 0.01
H -0.46749 8.10870 1.58465 -0.11 -0.01 -0.13
C 6.03847 -0.22653 -1.61700 -0.12 -0.83 0.48
O -0.75142 -6.26712 3.07437 -0.08 -0.23 -0.21
C -3.05952 -0.00360 -3.66013 0.01 -0.05 0.06
H 4.32163 5.21275 -2.77232 -0.47 0.06 0.00
I 2.22867 0.53421 2.73750 -0.25 0.00 -0.07
H 0.79764 1.78709 0.87746 -0.45 0.27 0.18
O -1.38279 -3.32007 -1.36645 -0.05 -0.13 0.01
C -3.09609 -4.63464 -0.58843 -0.07 -0.22 0.07
O -3.01021 10.76707 1.92554 -0.10 -0.04 0.01
C 0.42961 0.37660 -1.35560 -0.07 -0.34 -0.08
H -4.46234 0.52317 -2.07719 -0.02 0.01 -0.05
C -0.13193 5.08329 0.86601 -0.18 0.24 0.09
H 3.67865 5.69992 0.07961 -0.02 -0.19 0.28
O 5.40603 5.72698 -1.05157 -0.45 -0.04 0.12
C 1.53893 1.01812 0.75046 0.72 -0.60 0.32
O -0.92975 10.25903 2.61218 0.26 0.00 0.00
C 2.53417 2.83243 -0.55736 -1.03 0.99 -0.24
O 3.92976 7.44594 -0.87981 0.45 -1.34 0.20
C -0.30789 -2.97065 3.76743 -0.01 0.10 0.07
H -3.84174 -4.68318 -1.38428 0.01 0.09 0.00
O -1.42827 -7.23451 -2.80254 0.03 -0.08 -0.40
H 6.84658 -0.06345 -3.51208 0.40 0.31 -0.31
O -2.05479 -1.39529 -0.43295 0.07 0.15 0.00
H -4.19115 9.63048 0.67398 0.04 -0.02 0.00
O -6.90662 -8.37969 1.18284 0.00 0.08 0.00
C 0.89842 -0.12688 -0.02023 -0.10 0.20 0.30
H -6.89591 -6.46035 -0.86826 0.00 -0.05 0.00
H 4.09986 0.05443 0.31036 0.28 -0.49 0.17
H -4.44493 7.92053 2.37271 0.17 -0.08 -0.03
O -3.13176 -3.31501 -0.00074 -0.05 -0.08 -0.11
O -0.92796 6.12034 1.13423 0.04 0.08 0.07
O -3.56753 3.18848 -4.71353 -0.02 0.21 -0.13
C 5.63964 3.61725 -2.11863 -0.46 0.16 0.01
C -0.47795 -5.21263 3.53617 0.01 0.11 -0.11
C -4.02931 8.86537 2.70997 -0.12 -0.05 0.01
O -1.38611 -7.99666 -0.70682 0.03 0.07 0.25
H 1.24671 0.69458 -1.98000 0.31 0.21 -0.38
C -3.43212 0.71604 -2.38092 0.01 -0.02 0.08
C -7.73320 -7.22420 0.99596 -0.09 0.09 -0.02
C -2.18133 -2.57848 -0.59180 0.05 -0.11 0.19
C 4.26178 6.32488 -0.59462 -0.38 1.62 -0.34
H -0.33488 6.96631 2.92518 -0.04 -0.03 0.00
H 5.77745 3.12825 -3.06604 -0.05 -0.31 -0.46
O 6.12392 -1.19231 -0.90397 0.23 0.65 -0.21
H 1.42817 -3.67265 4.88648 0.01 -0.01 -0.04
H 1.55472 7.30087 0.53156 -0.02 -0.05 -0.02
H -8.64161 -7.48804 0.46294 0.05 -0.18 -0.02
H -2.67429 -9.37137 0.13134 0.02 0.03 -0.02
C -3.45673 2.17750 -4.10834 0.04 -0.16 0.11
C -6.82078 -6.30355 0.20892 -0.10 0.05 -0.02
C 2.69472 1.60351 0.03204 -0.67 -0.35 0.53
```
Forces are in eV/Å.

The total energy is -4001.76706 a.u. For the HOMO-LUMO gap, the calculation gives 0.277 Ha. The max |F| is 0.0338 hartree/bohr. As for the charge: +1.